# 1
DFT (the ωB97M-V functional and the def2-TZVPD basis) results for a cluster of 12 separate species, C2H25O13 in total in a non-equilibrium geometry.

XYZ file:
```
40
Properties=species:S:1:pos:R:3:forces:R:3:lowdin_spin:R:1
C 0.447 -0.245 0.687 -1.2 0.4 0.7 0.0258
C -0.748 0.504 0.067 2.3 -3.6 0.4 0.0323
O -1.504 -0.067 -0.722 -0.3 1.4 -0.1 0.2148
O -0.979 1.687 0.405 -0.6 1.1 0.1 0.6598
H 1.230 -0.539 -0.012 -0.1 0.5 0.0 0.0021
H 0.787 0.261 1.590 0.6 0.3 -0.4 0.0042
H 0.044 -1.178 1.082 -0.3 -0.2 -0.2 0.0056
O 3.601 -0.922 1.317 -0.1 -0.6 1.1 0.0001
H 3.743 -0.250 0.650 0.0 0.3 -0.3 0.0000
H 3.122 -1.615 0.862 0.0 -0.3 -0.2 0.0000
O 1.695 2.569 -0.072 -0.1 0.3 0.0 0.0105
H 2.037 1.926 -0.693 0.5 -0.1 -0.1 0.0002
H 0.808 2.266 0.124 0.0 0.4 0.1 0.0016
O 0.626 -2.798 4.130 0.0 0.2 0.1 0.0000
H 1.321 -3.321 3.730 0.3 -0.1 0.0 0.0000
H -0.114 -2.881 3.529 -0.3 -0.1 -0.1 0.0000
O 3.781 0.567 -0.774 -0.2 0.6 -0.5 0.0000
H 3.366 0.067 -1.476 -0.1 -0.3 -0.3 0.0000
H 4.708 0.593 -1.013 0.4 0.2 -0.1 0.0000
O -2.605 2.432 3.058 0.0 0.1 0.0 0.0011
H -2.035 2.244 2.312 0.1 0.1 -0.1 -0.0007
H -2.577 1.635 3.587 -0.1 -0.2 0.2 0.0000
O 1.792 -3.357 -0.338 0.3 0.4 0.1 0.0005
H 1.180 -3.858 -0.877 -0.2 -0.3 -0.2 0.0001
H 1.845 -3.847 0.483 0.0 -0.2 0.2 0.0000
O -3.974 -0.983 -0.003 -0.3 -0.1 0.1 0.0004
H -3.877 -1.591 0.729 -0.2 -0.2 0.2 0.0000
H -3.084 -0.676 -0.179 -0.1 0.2 -0.1 -0.0009
O -0.797 -2.670 -1.272 0.0 -0.6 0.0 0.0124
H 0.069 -2.292 -1.119 0.2 0.2 0.0 0.0001
H -1.408 -1.985 -1.001 -0.2 0.1 -0.1 0.0011
O -0.626 -0.079 -3.474 0.5 0.0 -0.1 0.0015
H -1.317 -0.562 -3.927 -0.1 -0.2 -0.1 0.0000
H -1.015 0.166 -2.635 -0.2 0.0 0.0 -0.0006
O -0.846 2.924 -2.665 -0.1 0.2 -0.1 -0.0010
H 0.049 3.263 -2.678 0.3 0.1 0.0 0.0000
H -0.872 2.344 -1.904 -0.1 0.0 0.0 -0.0013
O -3.005 3.379 -0.579 -0.4 -0.1 0.0 0.0313
H -2.451 4.132 -0.786 0.2 0.2 -0.2 0.0002
H -2.418 2.761 -0.144 -0.2 0.1 0.2 -0.0012
```
Positions in Å, forces in eV/Å.

Properties
**LUMO energy (alpha / beta)**: -0.53 / -5.93 eV
**2S+1**: 2
**Gap between HOMO and LUMO (alpha / beta)**: 10.6352 / 5.1943 eV
**<S²>**: 0.756
**Total energy**: -29094.139 eV
**F_max**: 4.28 eV/A
**HOMO level (alpha / beta)**: -11.2 / -11.1 eV



# 2
DFT (the ωB97M-V functional and the def2-TZVPD basis) results for a structure of composition H16NaO9 in a non-equilibrium geometry.

XYZ file:
```
26
Properties=species:S:1:pos:R:3:forces:R:3:lowdin_charge:R:1
Na 0.108 -0.150 -0.039 -0.5 0.4 0.1 0.3873
O -0.012 -0.829 -2.287 0.5 -0.7 0.8 -0.4304
H 0.679 -1.464 -2.016 -0.4 0.6 -0.6 -0.0904
O -0.935 1.678 1.327 -0.5 0.5 -0.4 -0.3902
H -1.452 2.489 1.498 0.6 -0.8 0.1 -0.0392
O 1.845 1.587 0.599 0.3 -0.4 0.0 -0.0286
H 2.232 2.340 1.044 -0.2 0.2 0.1 0.0483
H 2.443 1.404 -0.127 0.2 0.0 -0.3 0.0455
O -2.336 -1.526 -1.001 -0.8 -1.4 0.6 -0.1095
H -2.635 -0.617 -0.980 -0.1 0.6 0.1 -0.0439
H -1.547 -1.507 -1.542 1.0 0.3 -0.9 -0.0478
O -0.082 -2.263 1.303 0.2 -0.2 -0.4 -0.0199
H 0.744 -2.679 1.552 0.2 0.1 0.3 0.0359
H -0.694 -2.512 1.995 -0.3 0.2 0.1 0.0624
O 0.466 0.466 3.071 1.4 -1.4 1.8 -0.1043
H 1.296 0.939 3.012 0.0 0.0 -0.1 -0.0039
H -0.048 0.790 2.332 -1.4 1.4 -1.0 -0.0879
O 2.222 -1.842 -0.512 0.2 0.1 0.2 -0.0261
H 3.066 -2.256 -0.331 0.3 0.0 0.0 0.0469
H 1.582 -2.546 -0.404 -0.4 -0.2 -0.1 0.0303
O -2.630 0.963 -0.450 -2.0 -0.1 -1.6 -0.0744
H -3.238 1.703 -0.454 -0.1 0.1 -0.1 0.0446
H -1.916 1.243 0.124 1.5 0.7 1.7 -0.0597
O 0.051 1.815 -2.435 0.1 2.0 0.0 -0.0874
H 0.850 1.903 -2.955 0.1 -0.1 -0.1 0.0084
H -0.060 0.871 -2.323 0.0 -1.8 -0.2 -0.0662
```
Positions in Å, forces in eV/Å.

Properties
**LUMO energy**: 2.03 eV
**Charge**: -1
**Gap between HOMO and LUMO**: 6.6289 eV
**Total energy**: -23105.836 eV
**F_max**: 2.62 eV/A
**HOMO level**: -4.6 eV



# 3
DFT (the ωB97M-V functional and the def2-TZVPD basis) results for a structure of composition C32H39MnN9O5S2.

XYZ file:
```
88
Properties=species:S:1:pos:R:3:forces:R:3:lowdin_spin:R:1
Mn 0.077 -0.936 1.401 -0.1 0.1 0.2 4.7020
N 0.337 -1.584 3.691 0.2 0.0 -0.1 0.0315
C 0.361 -0.425 4.590 0.0 0.0 0.0 0.0026
C 0.924 0.777 3.848 0.0 0.0 0.0 0.0046
N 0.199 0.954 2.593 0.0 0.0 -0.1 0.0365
H -0.293 -2.309 4.005 0.0 0.0 0.0 0.0018
H 1.254 -2.008 3.597 0.0 0.0 0.1 0.0014
H 0.948 -0.605 5.495 0.0 0.0 0.0 0.0008
H -0.664 -0.215 4.899 0.0 0.0 0.0 0.0000
H 1.976 0.597 3.612 0.0 0.0 0.0 0.0001
H 0.868 1.663 4.488 0.0 0.0 0.0 0.0011
H 0.672 1.611 1.981 0.1 0.0 0.0 0.0023
H -0.720 1.371 2.749 0.0 0.1 0.0 0.0019
C 5.625 5.992 -2.168 0.0 0.0 0.0 0.0000
O 6.277 5.182 -3.129 0.0 0.0 0.0 0.0001
C 5.629 4.064 -3.552 0.0 0.0 0.0 0.0002
C 6.333 3.243 -4.428 0.0 0.0 0.0 -0.0001
C 5.743 2.090 -4.907 0.0 0.0 0.1 0.0002
C 4.471 1.715 -4.485 0.2 -0.3 0.0 0.0000
C 3.754 2.559 -3.647 -0.1 0.0 -0.1 0.0002
C 4.326 3.734 -3.185 0.0 0.0 0.0 0.0000
N 3.940 0.530 -5.114 -0.4 0.5 -0.1 0.0016
N 3.159 -0.246 -4.550 0.4 -0.4 0.4 0.0000
C 2.950 -0.258 -3.130 -0.2 0.1 -0.2 0.0030
C 3.943 -0.120 -2.191 0.0 -0.1 -0.1 -0.0010
C 3.684 -0.248 -0.820 0.0 0.0 0.0 0.0042
C 2.405 -0.492 -0.336 0.0 0.1 -0.1 0.0037
O 2.125 -0.612 0.932 0.1 -0.1 0.0 0.0477
C 1.366 -0.675 -1.322 0.0 0.0 0.0 0.0039
N 0.119 -0.938 -0.850 0.0 -0.1 0.2 0.0284
C -0.868 -1.110 -1.692 0.0 0.0 0.0 0.0093
C -0.688 -1.068 -3.086 0.0 0.0 0.0 0.0003
C 0.556 -0.810 -3.586 0.0 0.0 0.0 0.0047
C 1.637 -0.589 -2.699 0.0 0.1 0.0 0.0001
H 6.334 6.769 -1.897 0.0 0.0 0.0 0.0000
H 5.360 5.416 -1.278 0.0 0.0 0.0 0.0000
H 4.724 6.454 -2.581 0.0 0.0 0.0 0.0000
H 7.328 3.536 -4.735 0.0 0.0 0.0 0.0000
H 6.263 1.454 -5.612 0.0 0.0 0.0 0.0000
H 2.737 2.325 -3.365 0.0 0.0 0.0 0.0000
H 3.744 4.381 -2.544 0.0 0.0 0.0 0.0000
H 4.958 0.078 -2.510 0.0 0.0 0.0 -0.0001
H 4.489 -0.136 -0.103 0.0 0.0 0.0 0.0004
H -1.851 -1.268 -1.261 0.0 0.0 0.0 0.0007
H -1.536 -1.224 -3.737 0.0 0.0 0.0 0.0001
H 0.740 -0.764 -4.651 0.0 0.0 0.0 0.0003
C -6.259 -3.143 2.045 0.0 0.0 0.1 0.0003
N -4.939 -3.087 1.429 -0.1 0.0 -0.1 0.0020
N -4.239 -1.889 1.502 0.1 0.0 0.1 0.0039
C -2.887 -2.166 1.551 0.1 0.0 0.0 0.0072
O -2.021 -1.278 1.548 0.0 0.0 -0.1 0.0404
C -2.770 -3.592 1.574 0.0 0.0 0.0 0.0011
C -4.032 -4.097 1.536 0.0 0.0 0.0 0.0001
C -4.496 -5.508 1.639 0.0 0.0 0.0 0.0000
C -4.818 -0.699 0.961 0.0 0.0 0.0 0.0002
C -4.374 0.536 1.403 0.0 0.0 0.0 0.0002
C -4.902 1.686 0.832 0.1 0.0 0.0 0.0000
C -5.880 1.599 -0.144 0.0 0.0 0.0 0.0002
C -6.321 0.355 -0.577 0.0 0.0 0.0 0.0000
C -5.783 -0.802 -0.038 0.0 0.0 0.0 0.0002
H -6.679 -2.142 2.048 0.0 0.0 0.0 0.0000
H -6.202 -3.510 3.072 0.0 0.0 0.0 0.0001
H -6.911 -3.787 1.458 0.0 0.0 0.0 0.0000
H -1.831 -4.120 1.587 0.0 0.0 0.0 0.0002
H -3.677 -6.183 1.405 0.0 0.0 0.0 0.0000
H -5.319 -5.706 0.952 0.0 0.0 0.0 0.0000
H -4.841 -5.730 2.651 0.0 0.0 0.0 0.0000
H -3.597 0.619 2.147 0.0 0.0 0.0 0.0000
H -4.506 2.640 1.154 0.0 0.0 0.0 0.0000
H -6.288 2.500 -0.583 0.0 0.0 0.0 0.0000
H -7.071 0.280 -1.355 0.0 0.0 0.0 0.0000
H -6.094 -1.773 -0.402 0.0 0.0 0.0 0.0000
N 1.368 -5.230 0.573 -0.1 0.0 0.0 0.0018
C 1.522 -3.926 0.952 0.3 0.2 0.0 0.0041
N 2.720 -3.354 0.723 0.1 -0.3 0.1 0.0000
O 0.602 -3.300 1.493 -0.4 -0.2 0.0 0.0290
H 2.169 -5.801 0.374 0.0 0.0 0.0 0.0002
H 0.542 -5.692 0.904 0.0 0.0 0.0 0.0001
H 3.393 -3.765 0.103 0.0 0.0 0.0 0.0000
H 2.782 -2.362 0.936 -0.1 0.2 -0.1 0.0002
C 0.112 5.232 1.338 0.0 0.0 0.0 0.0001
O -0.215 4.091 0.550 0.0 0.0 0.0 0.0013
C -1.178 3.238 0.971 0.0 0.0 0.0 0.0023
S -1.978 3.524 2.436 0.0 0.0 0.0 0.0052
S -1.425 1.925 -0.051 0.1 0.0 -0.1 0.0049
H 0.926 5.719 0.803 0.0 0.0 0.0 0.0000
H 0.428 4.941 2.340 0.0 0.0 0.0 0.0000
H -0.742 5.902 1.430 0.0 0.0 0.0 0.0000
```
Positions in Å, forces in eV/Å.

Properties
**LUMO energy (alpha / beta)**: 0.07 / 0.07 eV
**2S+1**: 6
**Gap between HOMO and LUMO (alpha / beta)**: 6.4089 / 6.4046 eV
**<S²>**: 8.753
**Total energy**: -110458.272 eV
**F_max**: 0.68 eV/A
**HOMO level (alpha / beta)**: -6.3 / -6.3 eV



# 4
DFT (the ωB97M-V functional and the def2-TZVPD basis) results for an isolated molecule of C9H16O4.

XYZ file:
```
29
Properties=species:S:1:pos:R:3:forces:R:3:lowdin_charge:R:1
C -3.063 -0.467 1.433 -0.1 0.0 -0.2 -0.1051
C -3.746 -0.030 0.143 0.1 0.2 0.1 -0.2666
C -3.002 1.069 -0.619 -0.1 -0.3 -0.2 -0.2144
C -1.627 0.644 -1.157 0.0 0.3 0.2 -0.1926
C -0.479 1.043 -0.230 0.0 -0.1 -0.4 -0.1704
C 0.899 0.730 -0.823 -0.1 -0.1 0.4 -0.2097
C 1.108 -0.746 -1.178 0.2 0.2 0.0 -0.0537
C 0.940 -1.646 0.018 -0.1 0.0 0.0 -0.5195
O 0.967 -1.304 1.168 0.0 0.2 0.2 0.1260
O 0.763 -2.921 -0.349 -0.1 -0.6 -0.3 0.1139
C 2.028 1.139 0.112 0.4 -0.2 -0.3 -0.5117
O 3.159 0.739 0.013 0.1 0.0 0.0 0.1105
O 1.662 2.028 1.034 -0.3 0.5 0.5 0.1232
H -3.697 -1.164 1.976 0.0 -0.1 0.1 0.0688
H -2.873 0.393 2.073 0.1 0.1 0.1 0.0780
H -2.117 -0.964 1.232 0.1 0.0 0.1 0.0570
H -4.747 0.340 0.385 0.0 -0.1 -0.1 0.1025
H -3.867 -0.897 -0.510 -0.1 0.0 -0.1 0.1043
H -3.630 1.368 -1.461 0.0 0.1 0.0 0.1042
H -2.885 1.938 0.029 0.0 0.1 0.0 0.1087
H -1.462 1.114 -2.131 0.0 -0.1 -0.1 0.1152
H -1.632 -0.435 -1.312 0.0 -0.1 -0.1 0.1080
H -0.534 2.116 -0.044 0.0 0.0 0.0 0.1218
H -0.570 0.542 0.730 0.0 0.1 0.1 0.1003
H 1.034 1.316 -1.739 0.0 0.0 0.0 0.1625
H 2.142 -0.877 -1.518 -0.2 -0.1 0.0 0.1392
H 0.448 -1.076 -1.977 0.0 0.0 0.0 0.1247
H 0.699 -3.496 0.431 0.0 0.4 0.0 0.1335
H 2.413 2.235 1.614 0.0 -0.2 -0.3 0.1412
```
Positions in Å, forces in eV/Å.

Properties
**LUMO energy**: 0.72 eV
**Gap between HOMO and LUMO**: 10.9888 eV
**Total energy**: -17783.904 eV
**F_max**: 0.76 eV/A
**SMILES**: CCCCC[C@H](CC(=O)O)C(=O)O
**HOMO level**: -10.3 eV



# 5
DFT (the ωB97M-V functional and the def2-TZVPD basis) results for a cluster of 2 separate species, C3H4Cl2O in total in a non-equilibrium geometry.

XYZ file:
```
10
Properties=species:S:1:pos:R:3:forces:R:3:lowdin_charge:R:1
C -1.524 -0.465 -0.429 -1.0 0.3 -0.1 0.0190
C -0.500 -0.598 0.365 -1.0 2.5 1.8 -0.4070
C 1.697 1.065 0.244 0.1 -0.1 1.2 -1.0071
O 0.326 -1.666 0.387 0.6 0.5 -0.2 -0.0107
Cl 1.879 1.043 -1.416 0.0 0.8 -0.5 0.6134
Cl 1.290 2.592 0.972 0.2 -0.5 -0.9 0.5255
H -1.624 -1.320 -1.005 -0.9 -1.3 -1.8 0.0412
H -2.284 0.331 -0.422 0.7 -0.5 0.1 0.0772
H -0.441 0.253 1.092 0.9 -1.1 -0.1 0.0916
H 1.181 -1.236 0.211 0.3 -0.6 0.4 0.0569
```
Positions in Å, forces in eV/Å.

Properties
**LUMO energy**: -1.36 eV
**Gap between HOMO and LUMO**: 8.1600 eV
**Total energy**: -30263.808 eV
**F_max**: 3.28 eV/A
**HOMO level**: -9.5 eV



# 6
DFT (the ωB97M-V functional and the def2-TZVPD basis) results for the ion C4H9N2 with charge +1 in a non-equilibrium geometry.

XYZ file:
```
15
Properties=species:S:1:pos:R:3:forces:R:3:lowdin_charge:R:1
C -1.133 0.745 1.347 2.9 -0.7 0.2 0.2174
N -0.624 0.091 0.362 -2.3 0.4 -0.2 -0.1927
C -1.450 -0.098 -0.809 -1.9 -1.2 -0.4 0.0129
N 0.442 -0.725 0.194 1.0 -0.2 0.7 -0.0124
C 1.369 -0.402 -0.929 0.5 -3.1 3.4 0.0115
C 1.761 -0.247 0.488 -1.1 0.2 -1.6 -0.0447
H -0.530 1.007 2.191 0.4 -0.3 0.5 0.1184
H -2.134 1.040 1.360 -1.3 0.4 -0.5 0.1037
H -0.913 0.380 -1.608 0.3 -0.6 -0.7 0.0856
H -2.310 0.618 -0.717 0.1 -1.5 0.0 0.1204
H -1.598 -1.298 -0.907 -0.1 3.3 -0.2 0.1904
H 1.182 0.363 -1.542 -0.6 3.0 -2.1 0.0825
H 1.685 -1.330 -1.303 0.4 -0.8 -1.1 0.1201
H 2.415 -0.823 0.996 1.8 -2.6 1.1 0.0972
H 1.838 0.677 0.878 -0.1 3.5 1.0 0.0895
```
Positions in Å, forces in eV/Å.

Properties
**LUMO energy**: -4.86 eV
**Charge**: +1
**Gap between HOMO and LUMO**: 10.1626 eV
**Total energy**: -7263.399 eV
**F_max**: 4.64 eV/A
**SMILES**: C=[N+](C)N1CC1
**HOMO level**: -15.0 eV



> What is the F_max in the fifth record?

3.28 eV/A



> What is the F_max in the fifth record?

3.28 eV/A



> Among the records above, which one has the lowest F_max?

C32H39MnN9O5S2